1.
{
  "formula": "C3H8O",
  "method": "ωB97M-V/def2-TZVPD",
  "de_lowest_kj_mol": 43.0,
  "spin_multiplicity": 1,
  "e_tot_ev": -5287.70475,
  "homo_lumo_gap_ev": 11.398,
  "symbols": ["O", "C", "C", "C", "H", "H", "H", "H", "H", "H", "H", "H"],
  "coordinates": [[2.049, -0.527, 0.118], [-0.202, -0.513, -0.280], [0.941, 0.347, 0.238], [-1.567, 0.132, -0.015], [0.783, 0.687, 1.279], [-0.049, -0.593, -1.362], [-1.718, 1.008, -0.660], [0.931, 1.262, -0.387], [-2.391, -0.554, -0.221], [-0.033, -1.548, 0.070], [2.946, -0.203, 0.208], [-1.690, 0.502, 1.012]],
  "mulliken_charge": [-0.503, -0.343, -0.366, -1.086, 0.291, 0.218, 0.306, 0.259, 0.309, 0.328, 0.278, 0.308]
}

***

2.
{
  "formula": "C3H8O",
  "method": "ωB97M-V/def2-TZVPD",
  "de_lowest_kj_mol": 100.4,
  "spin_multiplicity": 1,
  "e_tot_ev": -5287.11035,
  "homo_lumo_gap_ev": 11.096,
  "symbols": ["O", "C", "C", "C", "H", "H", "H", "H", "H", "H", "H", "H"],
  "coordinates": [[3.416, 0.696, 1.580], [-0.844, 0.240, -0.401], [2.423, 0.120, 1.951], [-1.605, -0.387, -1.553], [-1.110, 1.297, -0.309], [-1.679, -1.462, -1.410], [0.229, 0.186, -0.545], [-1.083, -0.195, 0.558], [1.880, -0.505, 1.230], [-2.619, -0.026, -1.593], [2.158, 0.212, 3.016], [-1.168, -0.176, -2.523]],
  "mulliken_charge": [-0.390, -0.703, -0.065, -0.899, 0.296, 0.272, 0.169, 0.299, 0.203, 0.280, 0.248, 0.288]
}

***

3.
{
  "formula": "C3H8O2",
  "method": "ωB97M-V/def2-TZVPD",
  "de_lowest_kj_mol": 331.3,
  "spin_multiplicity": 1,
  "e_tot_ev": -7332.61678,
  "homo_lumo_gap_ev": 9.390,
  "symbols": ["O", "O", "C", "C", "C", "H", "H", "H", "H", "H", "H", "H", "H"],
  "coordinates": [[1.573, 0.314, 1.108], [1.112, 1.028, -0.858], [-2.272, 0.382, 0.205], [1.641, -1.338, -0.585], [1.228, -0.129, -0.101], [-3.348, 0.771, 0.630], [-1.603, 1.107, 0.009], [1.545, -1.666, -1.609], [-2.418, -0.597, -0.150], [1.226, 1.165, 1.387], [-2.014, 0.158, 1.513], [1.795, -2.108, 0.211], [1.535, 0.914, -1.760]],
  "mulliken_charge": [-0.471, -0.537, -1.050, -0.884, 0.758, 0.272, 0.320, 0.287, 0.283, 0.332, 0.176, 0.218, 0.298]
}

***

4.
{
  "formula": "C3H8O2",
  "method": "ωB97M-V/def2-TZVPD",
  "de_lowest_kj_mol": 175.0,
  "spin_multiplicity": 1,
  "e_tot_ev": -7334.23692,
  "homo_lumo_gap_ev": 10.571,
  "symbols": ["O", "O", "C", "C", "C", "H", "H", "H", "H", "H", "H", "H", "H"],
  "coordinates": [[-1.103, -0.580, -2.523], [0.649, -0.461, 1.774], [0.235, 0.898, 1.556], [0.335, -0.802, 0.420], [0.156, 0.678, 0.041], [-0.165, -0.512, -2.740], [1.146, -1.364, -0.062], [-1.140, -1.230, -1.811], [-0.735, 1.102, 2.030], [-0.594, -1.393, 0.366], [-0.768, 0.952, -0.470], [0.975, 1.619, 1.919], [1.010, 1.094, -0.500]],
  "mulliken_charge": [-0.641, -0.418, -0.330, -0.440, -0.334, 0.316, 0.269, 0.324, 0.221, 0.275, 0.310, 0.237, 0.211]
}

***

5.
{
  "formula": "C3H8O2",
  "method": "ωB97M-V/def2-TZVPD",
  "de_lowest_kj_mol": 157.4,
  "spin_multiplicity": 1,
  "e_tot_ev": -7334.41940,
  "homo_lumo_gap_ev": 11.235,
  "symbols": ["O", "O", "C", "C", "C", "H", "H", "H", "H", "H", "H", "H", "H"],
  "coordinates": [[-1.639, 1.281, -1.357], [1.469, -0.975, 1.809], [-0.898, 0.028, -1.071], [-0.223, 0.073, 0.295], [1.191, -0.363, 0.540], [-0.890, -0.500, 0.962], [-0.443, 1.093, 0.670], [1.468, -1.182, -0.151], [-0.130, -0.121, -1.909], [-0.864, 1.813, -1.569], [1.892, 0.470, 0.341], [-1.632, -0.738, -0.994], [0.698, -0.881, 2.433]],
  "mulliken_charge": [-0.516, -0.524, -0.584, -0.444, -0.178, 0.265, 0.343, 0.248, 0.271, 0.309, 0.224, 0.291, 0.296]
}

***

6.
{
  "formula": "C3H8O2",
  "method": "ωB97M-V/def2-TZVPD",
  "de_lowest_kj_mol": 196.9,
  "spin_multiplicity": 1,
  "e_tot_ev": -7334.00974,
  "homo_lumo_gap_ev": 9.794,
  "symbols": ["O", "O", "C", "C", "C", "H", "H", "H", "H", "H", "H", "H", "H"],
  "coordinates": [[1.673, 0.990, -0.047], [-1.433, 0.772, 0.511], [-2.013, -0.251, -0.200], [-1.441, -1.423, -0.416], [2.493, -0.164, 0.120], [1.917, 1.496, -0.826], [-3.070, -0.076, -0.346], [-0.432, -1.519, 0.011], [-0.606, 0.535, 0.944], [3.349, 0.182, 0.774], [2.766, -0.588, -0.836], [1.987, -0.946, 0.774], [-2.011, -2.198, -0.886]],
  "mulliken_charge": [-0.475, -0.474, 0.195, -0.675, -0.504, 0.277, 0.316, 0.085, 0.261, 0.253, 0.276, 0.194, 0.272]
}

***

7.
{
  "formula": "C3H8O2",
  "method": "ωB97M-V/def2-TZVPD",
  "de_lowest_kj_mol": 429.7,
  "spin_multiplicity": 1,
  "e_tot_ev": -7331.59685,
  "homo_lumo_gap_ev": 10.800,
  "symbols": ["O", "O", "C", "C", "C", "H", "H", "H", "H", "H", "H", "H", "H"],
  "coordinates": [[-0.393, 0.834, 0.141], [0.164, -1.269, -0.526], [0.903, -0.838, -1.645], [0.017, -0.378, 0.590], [-0.796, 1.542, 1.356], [0.953, -0.176, 1.105], [1.819, -0.010, -1.274], [0.236, -0.359, -2.680], [1.552, -1.862, -2.166], [0.095, 1.495, 2.250], [-1.744, 0.796, 1.848], [-0.759, -0.895, 1.143], [-1.065, 2.531, 1.042]],
  "mulliken_charge": [-0.264, -0.341, -0.551, -0.400, -0.579, 0.436, 0.234, 0.203, 0.211, 0.220, 0.236, 0.333, 0.261]
}

***

8.
{
  "formula": "C3H8O2S",
  "method": "ωB97M-V/def2-TZVPD",
  "de_lowest_kj_mol": 37.4,
  "spin_multiplicity": 1,
  "e_tot_ev": -18169.06995,
  "total_charge": -2,
  "homo_lumo_gap_ev": 5.826,
  "symbols": ["S", "O", "O", "C", "C", "C", "H", "H", "H", "H", "H", "H", "H", "H"],
  "coordinates": [[3.406, -1.423, -0.097], [-2.451, 0.869, -2.095], [-1.197, 1.330, 0.080], [0.747, -0.179, -0.113], [-0.517, 0.289, 0.687], [1.754, -0.993, 0.692], [-0.255, 0.518, 1.747], [-3.155, 1.530, -2.059], [-1.164, -0.601, 0.789], [1.230, 0.727, -0.517], [-1.749, 1.065, -0.751], [0.242, -0.636, -0.962], [1.891, -0.563, 1.688], [1.218, -1.931, 0.911]],
  "mulliken_charge": [-0.787, -1.108, -0.578, -0.251, -0.581, -0.800, 0.333, 0.126, 0.236, 0.256, 0.448, 0.235, 0.242, 0.229]
}